Density functional theory data (ωB97M-V/def2-TZVPD) for a cluster of 12 separate species, C42H84N2O34S7 in total at a distorted geometry.

```
! wB97M-V def2-TZVPD RIJCOSX def2/J DEFGRID3
* xyz -1 2
C -2.1654 5.6163 -0.4217
O -1.3762 6.5755 -1.2545
C -1.8037 7.8081 -1.5641
O -1.3833 8.3860 -2.5840
O -2.7136 8.2845 -0.6725
C -3.6477 9.3097 -1.0020
H -1.7750 4.5992 -0.4549
H -3.1288 5.3923 -0.8798
H -2.3135 5.8764 0.6264
H -4.1393 9.6775 -0.1014
H -4.3937 8.9887 -1.7290
H -3.0635 10.1388 -1.4013
C -2.7592 -0.3854 4.0291
O -1.3645 -0.3158 4.2027
C -0.6783 -1.3615 4.5916
O -1.1111 -2.4585 5.1157
O 0.5559 -1.0790 4.5642
C 1.6073 -1.8666 5.2288
H -3.2192 -0.9747 4.8224
H -2.9384 -0.7717 3.0257
H -3.3032 0.5521 3.9138
H 2.2172 -1.1475 5.7757
H 2.1424 -2.2963 4.3820
H 1.2364 -2.5979 5.9469
C 1.0389 -1.4176 -5.1357
O -0.3949 -1.2062 -4.9844
C -1.1005 -0.8815 -6.1176
O -0.7871 -0.8446 -7.3216
O -2.2877 -0.4580 -5.6296
C -3.1688 0.0702 -6.6087
H 1.3328 -2.1477 -5.8898
H 1.5166 -1.7853 -4.2275
H 1.5282 -0.5106 -5.4907
H -3.9132 0.6983 -6.1195
H -3.6683 -0.8301 -6.9664
H -2.6674 0.7329 -7.3141
C 0.1548 -2.0167 -0.3377
C 0.6780 -1.2110 -1.3158
C 0.6055 0.1983 -1.1930
C 0.0621 0.7717 0.0064
C -0.3835 -0.0870 1.0002
C -0.2766 -1.4820 0.8473
N -0.0080 2.2387 0.2565
O -0.6655 2.7477 1.1994
O 0.6412 2.9648 -0.5045
H 0.2423 -3.0909 -0.4074
H 1.2669 -1.5990 -2.1338
H 1.0717 0.7816 -1.9733
H -0.6596 0.2403 1.9917
H -0.5798 -2.1804 1.6132
C 0.7086 -4.8650 2.4984
C 1.5266 -4.6591 1.3513
C 1.8234 -5.7371 0.5198
C 1.4386 -7.0396 0.9516
C 0.5909 -7.2418 2.0738
C 0.2781 -6.1160 2.8439
N 1.9248 -8.2648 0.2136
O 2.6192 -8.0724 -0.7900
O 1.6255 -9.3628 0.5407
H 0.6549 -3.9634 3.0906
H 1.7495 -3.6516 1.0323
H 2.4038 -5.5571 -0.3730
H 0.3191 -8.2594 2.3126
H -0.3265 -6.2628 3.7267
O -2.8049 8.5785 5.4394
S -1.9377 7.6045 6.0776
O -2.3216 6.9414 7.3505
O -1.4995 6.4257 4.9833
C -1.0168 6.8897 3.7202
C -0.6708 5.6817 2.8639
C -0.2331 8.3974 6.2693
H -0.0393 7.3705 3.7582
H -1.6685 7.5514 3.1496
H -0.2260 5.9082 1.8950
H -1.6074 5.1628 2.6600
H -0.1052 4.9262 3.4093
H 0.5340 7.6666 6.5254
H -0.2945 9.0955 7.1041
H -0.0335 9.0754 5.4395
O -4.6125 -2.6979 4.1048
S -4.2155 -4.1281 4.3607
O -4.0647 -4.7122 5.6925
O -5.1979 -5.0666 3.4167
C -5.5274 -6.3129 3.9658
C -4.4141 -7.3887 3.8426
C -2.6489 -4.4937 3.3521
H -6.3228 -6.7862 3.3902
H -5.8763 -6.1252 4.9812
H -3.6161 -7.0764 4.5163
H -4.1422 -7.3759 2.7871
H -4.7080 -8.3903 4.1564
H -2.3198 -3.6170 2.7943
H -2.7959 -5.3445 2.6867
H -1.9253 -4.7490 4.1262
O 3.1566 -3.5205 -2.3658
S 4.0738 -2.4458 -2.7503
O 3.9568 -1.7644 -4.0505
O 3.9260 -1.2994 -1.5376
C 4.3574 -1.5682 -0.2057
C 3.6578 -0.7622 0.8715
C 5.8886 -2.9860 -2.6020
H 5.3498 -1.1402 -0.3466
H 4.4377 -2.6396 -0.0222
H 2.5723 -0.8526 0.8304
H 3.8557 0.2858 0.6464
H 3.9089 -0.9559 1.9144
H 6.0519 -3.6582 -1.7596
H 6.4580 -2.0773 -2.4071
H 6.3007 -3.4110 -3.5172
O -1.6077 3.5464 -2.9520
S -0.4944 3.5709 -3.9088
O 0.2917 2.3459 -4.2449
O -1.0396 4.2002 -5.3493
C -1.5928 3.3733 -6.3480
C -2.4813 4.1259 -7.3368
C 0.6286 4.9329 -3.3774
H -2.0869 2.4995 -5.9231
H -0.8863 2.8701 -7.0080
H -3.1298 4.8885 -6.9056
H -3.1362 3.4775 -7.9188
H -1.9028 4.7060 -8.0558
H 1.5893 4.7980 -3.8742
H 0.8087 4.6775 -2.3331
H 0.1013 5.8548 -3.6226
O 1.3228 2.6513 7.2815
S 1.3348 2.9784 5.9017
O 1.7300 4.3069 5.4076
O 2.2080 1.7694 5.1220
C 3.1083 2.2010 4.1123
C 2.2838 2.2363 2.7729
C -0.3060 2.5719 5.1551
H 3.8964 1.4510 4.0454
H 3.5763 3.1331 4.4291
H 1.7045 1.3765 2.4362
H 3.0680 2.4111 2.0363
H 1.5424 3.0327 2.7085
H -0.9199 3.4704 5.2189
H -0.6640 1.6687 5.6491
H -0.2157 2.4055 4.0817
O 5.8422 3.0079 -4.2194
S 4.4307 2.8013 -4.5064
O 3.4486 3.8221 -4.8619
O 4.3639 1.5279 -5.5852
C 5.5513 1.2193 -6.2678
C 5.9231 2.3884 -7.1706
C 3.7209 1.8301 -3.1715
H 5.1815 0.4187 -6.9084
H 6.3438 0.7936 -5.6524
H 5.1907 2.6781 -7.9241
H 6.7933 2.0644 -7.7415
H 6.2721 3.3232 -6.7321
H 2.6616 1.9420 -3.4031
H 4.0188 2.3555 -2.2641
H 4.1244 0.8185 -3.2132
O -2.7143 -3.8051 0.2121
S -2.4803 -4.9788 -0.6365
O -1.1658 -5.0550 -1.3814
O -2.7621 -6.4575 0.1833
C -2.4967 -7.5754 -0.5823
C -2.5161 -8.7282 0.4710
C -3.6905 -5.0895 -1.9414
H -1.4969 -7.4037 -0.9811
H -3.1089 -7.8571 -1.4390
H -1.9857 -8.5212 1.4004
H -2.0567 -9.6061 0.0168
H -3.5383 -9.0375 0.6888
H -4.6555 -5.1103 -1.4350
H -3.4702 -5.9423 -2.5836
H -3.4964 -4.1634 -2.4823
*
```

Summary:
* E: -193344.6704 eV
* E_HOMO (spin up / spin down): -2.2 / -5.7 eV
* expectation value of S²: 0.765
* HOMO-LUMO gap (spin up / spin down): 3.23 / 6.73 eV